Record 1
The following is a DFT calculation (the ωB97M-V functional and the def2-TZVPD basis) of a molecular structure, C33H41DyF6N9O6S2 in a non-equilibrium geometry.

Output
F_max ... 2.45 eV Å⁻¹
E_tot ... -4506.7784 Eh
HOMO energy (alpha / beta) ... -9.64 / -9.61 eV
LUMO (alpha / beta) ... -3.54 / -3.54 eV
Frontier orbital gap (alpha / beta) ... 6.10 / 6.08 eV

ORCA input file:
```
! wB97M-V def2-TZVPD RIJCOSX def2/J DEFGRID3
* xyz 1 6
Dy -1.251 -0.548 -0.389
N -0.007 1.647 0.464
C -0.481 3.052 0.649
C -1.580 3.233 -0.430
C -2.862 2.496 -0.012
C -3.652 1.922 -1.202
N -2.913 0.807 -1.884
H 0.328 1.323 1.387
H 0.742 1.688 -0.215
H 0.318 3.778 0.546
H -0.905 3.168 1.675
H -1.209 2.846 -1.380
H -1.730 4.274 -0.626
H -3.515 3.203 0.531
H -2.656 1.665 0.671
H -3.837 2.699 -1.952
H -4.576 1.516 -0.895
H -2.357 1.178 -2.621
H -3.579 0.201 -2.374
F 2.736 -2.061 2.984
C 2.841 -2.674 1.828
F 3.084 -3.990 1.914
F 3.837 -2.122 1.141
S 1.237 -2.462 0.996
O 1.112 -1.063 0.573
O 0.196 -2.889 1.890
N 1.526 -3.444 -0.177
S 0.566 -3.748 -1.384
O 0.241 -5.100 -1.515
O -0.537 -2.800 -1.441
C 1.726 -3.414 -2.733
F 2.277 -2.141 -2.638
F 2.668 -4.325 -2.789
F 0.944 -3.459 -3.831
C 7.250 1.901 0.567
O 5.912 1.734 0.165
C 5.191 2.838 -0.058
C 5.592 4.129 0.211
C 4.689 5.192 -0.058
C 3.425 4.963 -0.495
C 2.956 3.646 -0.696
C 3.855 2.620 -0.488
N 3.460 1.218 -0.682
C 2.589 0.674 -1.491
C 1.912 1.277 -2.605
C 2.669 2.081 -3.461
C 2.180 2.438 -4.698
C 0.929 1.967 -5.071
C 0.159 1.150 -4.284
C 0.670 0.760 -3.000
O -0.020 -0.080 -2.281
H 7.310 2.360 1.566
H 7.837 2.497 -0.116
H 7.645 0.903 0.569
H 6.555 4.331 0.610
H 5.028 6.183 0.164
H 2.714 5.746 -0.707
H 1.980 3.425 -1.092
H 3.916 0.560 -0.080
H 2.399 -0.368 -1.231
H 3.636 2.408 -3.156
H 2.838 3.051 -5.347
H 0.588 2.256 -6.048
H -0.798 0.720 -4.565
C -1.880 -3.885 5.085
C -1.168 -2.693 5.781
C 0.305 -2.684 5.394
C -1.873 -1.364 5.532
N -1.574 -0.720 4.267
C -1.832 -1.098 3.024
N -1.297 -0.215 2.203
N -0.629 0.687 3.040
N -0.823 0.382 4.225
H -1.590 -4.836 5.469
H -1.605 -3.900 4.030
H -2.949 -3.820 5.177
H -1.250 -2.873 6.878
H 0.386 -2.727 4.331
H 0.771 -3.539 5.863
H 0.798 -1.750 5.703
H -1.518 -0.677 6.281
H -2.953 -1.416 5.660
H -2.379 -1.948 2.662
C -3.098 -2.167 0.143
C -3.992 -2.062 -0.999
C -5.114 -1.150 -0.985
C -5.871 -0.953 -2.088
C -5.528 -1.602 -3.278
C -4.464 -2.515 -3.330
C -3.719 -2.758 -2.182
C -6.372 -1.285 -4.394
N -7.242 -0.976 -5.093
H -2.542 -3.099 0.075
H -3.675 -1.934 1.037
H -5.400 -0.672 -0.039
H -6.756 -0.362 -2.006
H -4.116 -3.005 -4.235
H -2.853 -3.424 -2.133
*
```

=====

Record 2
The following is a DFT calculation (the ωB97M-V functional and the def2-TZVPD basis) of a molecular structure, C33H41F5N2OPdSb2Se.

Output
F_max ... 0.50 eV Å⁻¹
E_tot ... -4975.9260 Eh
HOMO energy (alpha / beta) ... -7.11 / -7.11 eV
LUMO (alpha / beta) ... -0.76 / -0.76 eV
Frontier orbital gap (alpha / beta) ... 6.35 / 6.36 eV

ORCA input file:
```
! wB97M-V def2-TZVPD RIJCOSX def2/J DEFGRID3
* xyz 0 1
Pd 0.176 0.227 -0.619
C 3.825 2.341 -2.204
Sb 2.893 0.979 -0.851
C 4.417 -0.516 -0.966
C 3.494 1.885 1.020
C 3.949 0.844 1.991
C 5.305 0.517 2.041
C 5.791 -0.482 2.864
C 4.912 -1.185 3.675
C 3.568 -0.857 3.657
C 3.065 0.151 2.832
C 1.601 0.476 2.912
Sb 0.309 -0.675 1.664
C -1.542 -0.527 2.664
C 0.998 -2.601 2.204
H 4.860 2.504 -1.909
H 3.287 3.286 -2.213
H 3.796 1.905 -3.202
H 5.404 -0.070 -0.853
H 4.346 -1.000 -1.940
H 4.276 -1.266 -0.190
H 2.611 2.431 1.349
H 4.293 2.595 0.806
H 5.992 1.071 1.410
H 6.849 -0.707 2.877
H 5.272 -1.969 4.328
H 2.883 -1.383 4.312
H 1.356 1.509 2.679
H 1.231 0.250 3.915
H -1.375 -0.410 3.735
H -2.115 -1.432 2.478
H -2.066 0.344 2.274
H 0.978 -2.648 3.292
H 2.018 -2.746 1.856
H 0.353 -3.372 1.788
N -0.648 1.384 -2.322
C -1.734 1.763 -2.445
N -2.985 2.133 -2.536
C -4.025 1.200 -2.073
C -5.167 1.988 -1.457
C -5.674 3.053 -2.425
C -4.543 3.983 -2.856
C -3.392 3.197 -3.462
H -3.566 0.508 -1.365
H -4.380 0.616 -2.931
H -4.821 2.457 -0.533
H -5.967 1.295 -1.190
H -6.477 3.630 -1.964
H -6.101 2.566 -3.309
H -4.177 4.544 -1.994
H -4.896 4.710 -3.590
H -2.526 3.829 -3.656
H -3.700 2.739 -4.410
F -2.802 6.386 -1.020
C -2.099 5.340 -0.552
C -0.816 5.084 -1.009
F -0.270 5.889 -1.934
C -0.103 4.009 -0.518
F 1.148 3.799 -1.002
C -0.613 3.115 0.439
O 0.063 2.102 0.869
C -1.919 3.407 0.863
F -2.512 2.595 1.766
C -2.641 4.491 0.396
F -3.885 4.716 0.851
C 0.546 -7.204 0.784
C 0.124 -5.847 0.290
C -1.148 -5.352 0.533
C -1.554 -4.102 0.073
C -2.957 -3.643 0.369
C -0.648 -3.314 -0.648
Se -1.230 -1.609 -1.302
C 0.631 -3.808 -0.936
C 1.634 -3.020 -1.725
C 0.995 -5.059 -0.452
H -0.163 -7.598 1.512
H 1.529 -7.165 1.254
H 0.607 -7.918 -0.040
H -1.851 -5.954 1.098
H -3.485 -4.395 0.955
H -3.519 -3.461 -0.548
H -2.961 -2.700 0.918
H 2.017 -2.180 -1.141
H 1.182 -2.583 -2.620
H 2.476 -3.651 -2.012
H 1.991 -5.432 -0.670
*
```

=====

Record 3
The following is a DFT calculation (the ωB97M-V functional and the def2-TZVPD basis) of a molecular structure, C33H41F6N3P2SSiTi.

Output
F_max ... 0.70 eV Å⁻¹
E_tot ... -4264.9870 Eh
HOMO energy ... -14.15 eV
LUMO ... -7.29 eV
Frontier orbital gap ... 6.86 eV

ORCA input file:
```
! wB97M-V def2-TZVPD RIJCOSX def2/J DEFGRID3
* xyz 2 1
Ti -0.195 -0.079 0.059
C 0.745 -2.134 -2.828
P -0.456 -2.070 -1.467
C 0.009 -3.493 -0.398
N -0.522 -4.662 -0.644
C -0.100 -5.717 0.093
C -0.661 -6.997 -0.130
C -0.215 -8.054 0.603
C 0.801 -7.887 1.585
C 1.355 -6.666 1.820
C 0.908 -5.550 1.073
N 1.445 -4.329 1.307
C 1.004 -3.315 0.606
P 1.742 -1.659 0.939
C 3.251 -1.636 -0.092
C 2.417 -1.657 2.690
C 1.419 -2.225 3.697
C 2.725 -0.195 3.038
C 3.720 -2.471 2.741
C -2.138 -2.293 -2.213
C -2.324 -3.639 -2.923
C -2.301 -1.165 -3.239
C -3.159 -2.146 -1.082
H 0.483 -2.981 -3.464
H 1.745 -2.295 -2.435
H 0.725 -1.219 -3.419
H -1.429 -7.106 -0.884
H -0.634 -9.037 0.441
H 1.134 -8.747 2.149
H 2.127 -6.519 2.563
H 3.737 -2.610 -0.063
H 3.939 -0.886 0.299
H 3.026 -1.366 -1.120
H 0.475 -1.681 3.710
H 1.867 -2.130 4.689
H 1.217 -3.281 3.522
H 1.813 0.370 3.231
H 3.307 0.320 2.271
H 3.319 -0.177 3.954
H 3.594 -3.485 2.369
H 4.016 -2.533 3.791
H 4.536 -1.986 2.209
H -1.495 -3.899 -3.583
H -3.219 -3.550 -3.543
H -2.461 -4.455 -2.223
H -1.642 -1.293 -4.098
H -2.131 -0.178 -2.812
H -3.328 -1.197 -3.611
H -2.967 -2.840 -0.260
H -4.155 -2.374 -1.465
H -3.180 -1.126 -0.691
F -0.032 4.577 4.749
C -0.312 3.444 4.139
C 0.361 3.103 2.973
F 1.286 3.897 2.460
C 0.031 1.912 2.373
F 0.710 1.556 1.218
C -0.918 1.033 2.847
S -1.296 -0.496 2.035
C -1.572 1.397 4.015
F -2.499 0.603 4.530
C -1.275 2.590 4.659
F -1.912 2.917 5.765
C -3.592 1.465 0.810
Si -2.621 2.138 -0.619
C -1.915 3.808 -0.226
C -3.799 2.145 -2.066
N -1.089 1.143 -1.025
C -0.325 1.634 -2.146
C -0.804 2.386 -3.218
C 0.040 2.785 -4.247
C 1.387 2.451 -4.243
C 1.903 1.711 -3.186
C 1.024 1.354 -2.204
F 1.502 0.601 -1.115
H -3.201 1.771 1.781
H -3.738 0.387 0.821
H -4.580 1.922 0.704
H -2.440 4.242 0.628
H -2.025 4.499 -1.063
H -0.851 3.760 0.015
H -4.810 2.186 -1.656
H -3.738 1.246 -2.683
H -3.685 3.012 -2.718
H -1.846 2.651 -3.266
H -0.368 3.366 -5.063
H 2.037 2.766 -5.047
H 2.948 1.438 -3.119
*
```

=====

Record 4
The following is a DFT calculation (the ωB97M-V functional and the def2-TZVPD basis) of C33H41NO8 in the gas phase.

Output
F_max ... 0.87 eV Å⁻¹
SMILES string ... C[C@]12C=CC(=O)C=C1CC[C@@H]1[C@@H]2[C@@H](O)C[C@@]2(C)[C@H]1CC[C@]2(O)C(=O)COC(=O)CCC(=O)NCCc1ccc(O)cc1
E_tot ... -1938.8356 Eh
HOMO energy ... -8.52 eV
LUMO ... 0.34 eV
Frontier orbital gap ... 8.86 eV

ORCA input file:
```
! wB97M-V def2-TZVPD RIJCOSX def2/J DEFGRID3
* xyz 0 1
C -4.038 0.341 2.294
C -3.894 0.590 0.781
C -3.686 2.063 0.618
C -4.452 2.851 -0.131
C -5.605 2.342 -0.883
O -6.285 3.053 -1.605
C -5.877 0.917 -0.696
C -5.125 0.112 0.061
C -5.397 -1.355 0.166
C -4.195 -2.138 -0.369
C -2.881 -1.701 0.282
C -2.704 -0.181 0.122
C -1.310 0.355 0.523
O -1.186 0.496 1.915
C -0.161 -0.489 -0.066
C -0.352 -1.979 0.191
C -0.227 -2.287 1.684
C -1.707 -2.390 -0.407
C -1.658 -3.918 -0.410
C -0.187 -4.241 -0.729
C 0.614 -2.925 -0.607
O 0.949 -2.401 -1.884
C 1.927 -3.122 0.144
O 2.167 -4.102 0.795
C 2.912 -1.962 0.053
O 2.953 -1.355 1.345
C 3.839 -0.376 1.517
O 4.625 -0.022 0.679
C 3.705 0.248 2.891
C 3.715 1.769 2.731
C 2.520 2.207 1.896
O 1.483 1.567 1.852
N 2.688 3.368 1.243
C 1.699 3.934 0.353
C 2.240 4.075 -1.076
C 2.579 2.733 -1.665
C 1.584 1.940 -2.218
C 1.875 0.686 -2.720
C 3.174 0.192 -2.666
O 3.493 -1.049 -3.120
C 4.182 0.990 -2.133
C 3.879 2.242 -1.638
H -4.900 0.896 2.660
H -4.183 -0.710 2.520
H -3.146 0.682 2.808
H -2.869 2.476 1.193
H -4.269 3.914 -0.208
H -6.742 0.534 -1.221
H -6.289 -1.614 -0.406
H -5.577 -1.630 1.207
H -4.354 -3.204 -0.200
H -4.128 -1.975 -1.448
H -2.891 -1.971 1.338
H -2.785 0.031 -0.954
H -1.217 1.355 0.060
H -0.285 0.810 2.089
H -0.111 -0.298 -1.139
H 0.765 -0.127 0.382
H -0.341 -3.348 1.884
H 0.755 -1.981 2.036
H -0.967 -1.730 2.250
H -1.721 -2.054 -1.454
H -2.331 -4.349 -1.151
H -1.941 -4.309 0.567
H 0.223 -4.979 -0.040
H -0.070 -4.636 -1.739
H 0.132 -2.358 -2.395
H 2.605 -1.221 -0.685
H 3.908 -2.339 -0.208
H 4.547 -0.073 3.507
H 2.774 -0.089 3.345
H 4.641 2.077 2.245
H 3.649 2.250 3.710
H 3.586 3.824 1.271
H 0.841 3.259 0.369
H 1.391 4.914 0.732
H 3.127 4.713 -1.062
H 1.476 4.566 -1.680
H 0.568 2.307 -2.260
H 1.096 0.078 -3.161
H 2.689 -1.571 -3.240
H 5.186 0.604 -2.095
H 4.672 2.846 -1.222
*
```

=====

Record 5
The following is a DFT calculation (the ωB97M-V functional and the def2-TZVPD basis) of a molecular structure, C33H42BrIIrN3O5PSe2.

Output
F_max ... 0.63 eV Å⁻¹
E_tot ... -9942.9247 Eh
HOMO energy (alpha / beta) ... -12.32 / -12.32 eV
LUMO (alpha / beta) ... -6.20 / -7.34 eV
Frontier orbital gap (alpha / beta) ... 6.13 / 4.98 eV

ORCA input file:
```
! wB97M-V def2-TZVPD RIJCOSX def2/J DEFGRID3
* xyz 2 2
Ir 0.124 0.767 0.149
Se 1.963 2.052 2.829
Se -0.107 2.525 3.716
C -0.727 0.717 3.519
C -1.291 0.166 4.656
C -1.738 -1.144 4.620
C -1.603 -1.847 3.442
C -1.054 -1.216 2.341
N -0.609 0.054 2.350
C 1.823 3.142 1.282
C 2.610 4.276 1.214
C 2.537 5.083 0.089
C 1.663 4.729 -0.917
C 0.909 3.580 -0.775
N 0.986 2.767 0.290
H -1.354 0.758 5.559
H -2.165 -1.602 5.503
H -1.920 -2.877 3.360
H -0.952 -1.730 1.403
H 3.263 4.521 2.039
H 3.141 5.978 0.012
H 1.556 5.331 -1.808
H 0.208 3.303 -1.541
Br -1.650 2.106 -5.211
C -0.329 1.338 -4.125
C 0.724 0.609 -4.662
C 1.646 0.080 -3.790
C 1.466 0.234 -2.425
N 0.467 0.961 -1.907
C -0.415 1.509 -2.766
H 0.807 0.461 -5.730
H 2.491 -0.486 -4.154
H 2.138 -0.219 -1.719
H -1.213 2.101 -2.364
C 4.827 0.642 -1.612
C 3.777 1.379 -0.796
O 2.933 0.517 -0.010
C 3.676 -0.144 1.034
C 2.862 -1.261 1.642
H 5.188 1.304 -2.399
H 4.412 -0.252 -2.081
H 5.687 0.347 -1.014
H 3.103 1.919 -1.459
H 4.258 2.105 -0.133
H 3.955 0.597 1.791
H 4.600 -0.542 0.616
H 1.837 -0.934 1.816
H 3.298 -1.562 2.595
H 2.827 -2.124 0.978
O -0.251 -1.760 -2.242
C -0.011 -2.070 -1.091
O 0.060 -1.215 -0.069
C 0.172 -3.491 -0.689
C -0.039 -4.462 -1.657
C 0.039 -5.824 -1.356
C 0.320 -6.155 -0.055
O 0.425 -7.388 0.491
C 0.704 -7.203 1.882
O 0.803 -5.790 2.114
C 0.547 -5.189 0.917
C 0.495 -3.855 0.638
H -0.271 -4.136 -2.661
H -0.119 -6.588 -2.104
H 1.645 -7.687 2.139
H -0.109 -7.617 2.477
H 0.717 -3.122 1.398
I -1.117 5.041 2.200
C -3.570 1.729 2.273
C -3.384 0.722 1.139
P -2.147 1.076 -0.152
C -2.591 2.778 -0.640
C -3.858 2.949 -1.482
C -2.586 -0.242 -1.342
C -3.955 -0.227 -2.029
H -4.322 1.355 2.967
H -3.919 2.693 1.906
H -2.657 1.898 2.826
H -4.323 0.642 0.587
H -3.155 -0.269 1.528
H -1.746 3.265 -1.121
H -2.700 3.294 0.314
H -3.691 2.677 -2.523
H -4.151 3.998 -1.457
H -4.694 2.365 -1.100
H -2.491 -1.144 -0.729
H -1.805 -0.318 -2.090
H -4.784 -0.040 -1.347
H -4.117 -1.209 -2.473
H -3.996 0.503 -2.834
*
```

=====

Q: Which formula does entry 4 have?
A: C33H41NO8

=====

Copy entry 4 word for word.
The following is a DFT calculation (the ωB97M-V functional and the def2-TZVPD basis) of C33H41NO8 in the gas phase.

Output
F_max ... 0.87 eV Å⁻¹
SMILES string ... C[C@]12C=CC(=O)C=C1CC[C@@H]1[C@@H]2[C@@H](O)C[C@@]2(C)[C@H]1CC[C@]2(O)C(=O)COC(=O)CCC(=O)NCCc1ccc(O)cc1
E_tot ... -1938.8356 Eh
HOMO energy ... -8.52 eV
LUMO ... 0.34 eV
Frontier orbital gap ... 8.86 eV

ORCA input file:
```
! wB97M-V def2-TZVPD RIJCOSX def2/J DEFGRID3
* xyz 0 1
C -4.038 0.341 2.294
C -3.894 0.590 0.781
C -3.686 2.063 0.618
C -4.452 2.851 -0.131
C -5.605 2.342 -0.883
O -6.285 3.053 -1.605
C -5.877 0.917 -0.696
C -5.125 0.112 0.061
C -5.397 -1.355 0.166
C -4.195 -2.138 -0.369
C -2.881 -1.701 0.282
C -2.704 -0.181 0.122
C -1.310 0.355 0.523
O -1.186 0.496 1.915
C -0.161 -0.489 -0.066
C -0.352 -1.979 0.191
C -0.227 -2.287 1.684
C -1.707 -2.390 -0.407
C -1.658 -3.918 -0.410
C -0.187 -4.241 -0.729
C 0.614 -2.925 -0.607
O 0.949 -2.401 -1.884
C 1.927 -3.122 0.144
O 2.167 -4.102 0.795
C 2.912 -1.962 0.053
O 2.953 -1.355 1.345
C 3.839 -0.376 1.517
O 4.625 -0.022 0.679
C 3.705 0.248 2.891
C 3.715 1.769 2.731
C 2.520 2.207 1.896
O 1.483 1.567 1.852
N 2.688 3.368 1.243
C 1.699 3.934 0.353
C 2.240 4.075 -1.076
C 2.579 2.733 -1.665
C 1.584 1.940 -2.218
C 1.875 0.686 -2.720
C 3.174 0.192 -2.666
O 3.493 -1.049 -3.120
C 4.182 0.990 -2.133
C 3.879 2.242 -1.638
H -4.900 0.896 2.660
H -4.183 -0.710 2.520
H -3.146 0.682 2.808
H -2.869 2.476 1.193
H -4.269 3.914 -0.208
H -6.742 0.534 -1.221
H -6.289 -1.614 -0.406
H -5.577 -1.630 1.207
H -4.354 -3.204 -0.200
H -4.128 -1.975 -1.448
H -2.891 -1.971 1.338
H -2.785 0.031 -0.954
H -1.217 1.355 0.060
H -0.285 0.810 2.089
H -0.111 -0.298 -1.139
H 0.765 -0.127 0.382
H -0.341 -3.348 1.884
H 0.755 -1.981 2.036
H -0.967 -1.730 2.250
H -1.721 -2.054 -1.454
H -2.331 -4.349 -1.151
H -1.941 -4.309 0.567
H 0.223 -4.979 -0.040
H -0.070 -4.636 -1.739
H 0.132 -2.358 -2.395
H 2.605 -1.221 -0.685
H 3.908 -2.339 -0.208
H 4.547 -0.073 3.507
H 2.774 -0.089 3.345
H 4.641 2.077 2.245
H 3.649 2.250 3.710
H 3.586 3.824 1.271
H 0.841 3.259 0.369
H 1.391 4.914 0.732
H 3.127 4.713 -1.062
H 1.476 4.566 -1.680
H 0.568 2.307 -2.260
H 1.096 0.078 -3.161
H 2.689 -1.571 -3.240
H 5.186 0.604 -2.095
H 4.672 2.846 -1.222
*
```

=====

Q: Which value of E_tot does entry 1 give?
A: -4506.7784 Eh